Record 1
The molecule C18H32N6O3, computed with the ωB97M-V functional and the def2-TZVPD basis.

The frontier orbital gap comes out at 9.303 eV. Its SMILES is CCCN(CCC)c1nc(NC2CCN(C(=O)OCC)CC2)nc(OC)n1. The calculation puts the total energy at -1259.43417 Ha. The calculation puts the maximum force at 0.561 eV/Å. The calculation puts the relative energy (zero: lowest compared OMol25 entry of this formula, charge and spin) at 1.1 kJ/mol.

Structure (XYZ):
```
59
Properties=species:S:1:pos:R:3:forces:R:3:mulliken_charge:R:1
C -6.0650 -1.3562 -1.0162 0.236 -0.079 0.000 -1.4352
C -4.5753 -1.4647 -0.7186 -0.149 0.142 0.213 0.0140
H -4.0030 -1.0269 -1.5380 0.094 -0.034 -0.015 0.3323
H -4.2980 -2.5173 -0.6310 0.099 -0.025 -0.050 0.2309
C -4.2212 -0.7240 0.5737 -0.284 -0.035 -0.276 -1.1231
N -2.8026 -0.6879 0.8382 -0.055 0.003 0.083 0.3047
C -2.0972 0.4319 0.6216 0.220 0.504 -0.012 0.6779
N -0.7876 0.4026 0.8878 0.169 -0.306 0.122 -0.4328
C -0.1426 1.5443 0.6771 -0.410 -0.093 0.061 0.3042
N -0.6972 2.6732 0.2183 0.150 0.404 -0.106 -0.3910
C -2.0006 2.5835 -0.0056 0.121 -0.526 0.138 0.4076
N -2.7504 1.5125 0.1674 -0.333 0.268 -0.197 -0.4812
O -2.6482 3.6587 -0.4563 -0.143 -0.342 0.082 -0.4366
C -1.8690 4.8231 -0.6394 0.259 0.425 -0.064 -0.6877
H -1.3906 5.1209 0.2964 -0.044 0.025 -0.103 0.3012
H -1.0924 4.6573 -1.3901 -0.065 0.058 0.055 0.2721
H -2.5608 5.5932 -0.9747 0.037 -0.048 0.015 0.2508
N 1.1682 1.5595 0.9774 0.109 -0.165 0.051 -0.1504
H 1.5732 0.6645 1.2018 -0.108 0.003 0.059 0.3106
C 2.0454 2.6527 0.6263 0.047 0.472 -0.160 -0.2834
C 2.3139 2.6866 -0.8863 -0.043 -0.100 0.217 -0.8698
H 3.0127 3.4967 -1.0977 0.017 0.076 -0.034 0.4609
C 2.8786 1.3379 -1.3468 -0.198 0.058 -0.395 -0.8004
N 3.6852 0.7500 -0.2962 -0.079 -0.032 -0.063 0.1145
C 3.6385 -0.5580 0.0416 0.020 -0.025 -0.253 0.7885
O 4.2053 -1.0306 1.0009 0.073 -0.314 0.350 -0.6658
O 2.8873 -1.2775 -0.8251 0.090 0.362 -0.032 -0.3005
C 2.8041 -2.6758 -0.5616 0.108 -0.510 0.206 -0.0828
C 4.0323 -3.4211 -1.0638 -0.221 0.346 0.092 -1.3706
H 4.1799 -3.2333 -2.1248 0.014 -0.039 -0.105 0.3103
H 3.9009 -4.4876 -0.9050 0.006 -0.140 -0.004 0.4101
H 4.9117 -3.0884 -0.5184 0.068 -0.030 0.027 0.3375
H 2.6858 -2.8304 0.5157 -0.079 0.009 -0.176 0.3223
H 1.9029 -3.0019 -1.0848 0.066 0.042 0.095 0.2488
C 4.3756 1.6874 0.5597 0.213 0.012 0.334 -0.9788
C 3.3717 2.5123 1.3833 -0.003 -0.107 -0.154 -0.8118
H 3.7930 3.4971 1.5841 -0.010 0.025 0.042 0.4049
H 3.1801 2.0269 2.3403 0.025 0.036 0.067 0.3437
H 5.0392 1.1180 1.2113 -0.004 0.148 -0.133 0.4161
H 4.9799 2.3418 -0.0757 0.013 -0.028 0.044 0.3528
H 2.0674 0.6472 -1.5797 0.109 0.141 -0.022 0.3550
H 3.4866 1.4676 -2.2512 -0.127 -0.026 0.008 0.3526
H 1.3824 2.8915 -1.4119 0.042 0.062 -0.053 0.3520
H 1.5267 3.5729 0.9151 0.173 -0.117 -0.028 0.5782
C -2.1272 -1.8745 1.3125 0.370 -0.188 -0.151 -1.1954
H -1.4508 -1.5831 2.1215 -0.104 -0.139 0.021 0.4008
H -2.8850 -2.5545 1.7090 0.001 0.040 0.024 0.4305
C -1.3082 -2.5794 0.2268 -0.056 -0.113 0.214 0.3510
C -0.6646 -3.8493 0.7680 -0.098 0.204 -0.141 -1.4144
H 0.0072 -3.6146 1.5900 0.114 -0.032 0.127 0.3047
H -1.4243 -4.5378 1.1330 -0.036 -0.135 0.061 0.4093
H -0.0939 -4.3521 -0.0091 0.076 -0.109 -0.017 0.3609
H -0.5391 -1.8889 -0.1202 -0.032 0.016 -0.064 0.0144
H -1.9527 -2.8236 -0.6193 -0.030 0.052 -0.043 0.2107
H -4.5521 0.3128 0.4956 -0.108 -0.205 0.084 0.4907
H -4.7242 -1.2002 1.4229 0.006 0.055 -0.019 0.3084
H -6.6491 -1.7836 -0.2037 -0.132 -0.034 0.061 0.3327
H -6.3518 -0.3142 -1.1336 -0.094 0.113 -0.021 0.3526
H -6.3114 -1.8875 -1.9324 -0.105 -0.025 -0.059 0.3903
```
Forces are in eV/Å.

Record 2
A structure of composition C18H33AlBrCsFN2O5 at a distorted geometry, computed with the ωB97M-V functional and the def2-TZVPD basis.

The frontier orbital gap comes out at 1.280 eV. The calculation puts the total energy at -4126.26698 Ha. The calculation puts the maximum force at 14.941 eV/Å. As for the charge: +3.

Structure (XYZ):
```
62
Properties=species:S:1:pos:R:3:forces:R:3:mulliken_charge:R:1
C 4.4963 3.6291 1.1240 -1.909 0.059 -0.795 -0.9829
C 3.3894 3.7665 -0.0312 0.849 -0.192 0.710 -0.5930
C 2.7012 2.4070 -0.3840 0.731 -0.692 0.611 -0.0149
F 2.5133 2.2567 -1.7636 -0.195 0.506 0.911 -0.3846
C 1.3999 2.1019 0.4129 -0.589 0.863 -1.042 -0.2046
O 0.9761 0.7490 0.0235 0.212 -0.275 2.588 -0.2654
C 0.6937 0.0850 1.2549 0.087 -1.021 0.138 0.1407
O 1.0798 -1.0227 1.5308 -0.234 0.981 -1.403 -0.4894
C 0.2342 3.0923 0.1731 -1.815 1.423 -0.192 0.7690
C -1.0451 2.9133 0.7861 1.373 -0.119 -0.371 -0.3298
C -2.0676 3.8654 0.5655 -1.705 -0.823 1.424 -0.3097
N -2.0570 4.9938 -0.1688 2.789 -1.825 -0.302 -0.4389
C -0.8607 5.0871 -0.7464 -0.427 -0.018 0.134 -0.3044
C 0.2769 4.2635 -0.6620 0.319 -0.722 0.111 -0.1532
H 3.9110 3.6459 2.0700 1.020 0.017 -0.336 0.4306
H 5.0980 2.7060 0.9920 -0.065 0.696 0.279 0.4530
H 5.1442 4.5749 1.0759 -0.859 -1.320 1.707 0.2190
H 2.7036 4.5719 0.2988 0.290 -0.473 -0.505 0.6681
H 3.9271 4.0942 -0.9690 -1.054 -0.341 0.143 0.1817
H 3.4301 1.6019 -0.1116 -0.557 0.496 -0.167 0.4246
H 1.6386 2.0855 1.4999 0.069 0.248 -0.658 0.5012
H 0.0653 0.6144 2.0077 0.329 0.256 -0.711 0.4825
H -1.2324 2.0273 1.4440 -0.301 1.177 -0.699 0.0529
H -3.0360 3.6623 1.0708 0.765 0.162 -0.318 0.4306
H -0.7372 6.0229 -1.4505 0.060 0.294 0.069 0.1677
H 1.1871 4.5140 -1.2297 -0.804 -0.056 0.154 0.4573
C -0.6516 -4.2563 -0.0914 0.224 0.476 0.473 -0.8241
N 0.3738 -4.0294 -1.1813 0.595 -0.021 -0.394 -0.2780
C 1.7359 -4.3963 -0.6041 -1.210 -2.275 1.212 -1.1438
C 0.3774 -2.5649 -1.5799 -2.793 0.048 0.332 -1.6781
C 0.1199 -4.9456 -2.4156 -0.494 0.188 0.386 -0.1067
C -1.2163 -4.7069 -3.1124 -0.472 0.097 -0.009 -0.9431
O -2.2919 -4.9876 -2.2291 0.218 0.305 0.240 -0.5430
H -0.2796 -3.7848 0.8240 0.082 -0.085 -0.157 0.3884
H -1.5852 -3.7817 -0.3708 0.051 -0.251 -0.102 0.4043
H -0.7702 -5.3254 0.0603 -0.087 0.038 -0.112 0.3683
H 1.9388 -3.7572 0.2598 0.010 -0.019 -0.036 0.6867
H 2.4936 -4.2377 -1.3765 -2.069 -5.493 4.249 0.2957
H 1.7143 -5.4447 -0.3037 -0.170 0.119 0.134 0.4273
H -0.6087 -2.2931 -1.9514 -0.025 -0.101 0.154 0.3937
H 1.1340 -2.4199 -2.3523 -6.627 1.261 0.527 0.4488
H 0.6143 -1.9624 -0.6914 0.033 -0.121 -0.195 1.1943
H 0.1650 -5.9689 -2.0364 0.078 0.104 0.024 0.3555
H 0.9476 -4.7789 -3.1105 -0.139 -0.144 -0.101 0.3807
H -1.2889 -5.3843 -3.9673 0.420 0.140 -0.140 0.3963
H -1.3041 -3.6862 -3.4962 0.206 -0.116 -0.198 0.4546
H -2.9681 -4.3078 -2.3425 -0.103 -0.344 -0.127 0.3469
C -4.8848 0.1428 3.3551 0.177 0.013 -0.428 -1.1342
C -3.5758 0.8576 3.5394 -0.022 0.003 0.017 0.7428
O -2.8269 1.0623 2.5966 0.129 -0.074 0.022 -0.5384
C -3.2259 1.3105 4.9299 0.345 0.125 -0.252 -1.0982
H -5.0074 -0.1251 2.3061 -0.008 0.028 0.056 0.2790
H -4.8978 -0.7691 3.9542 -0.137 0.124 0.154 0.3554
H -5.7090 0.7946 3.6489 -0.012 -0.131 0.183 0.3596
H -3.1667 0.4497 5.5977 -0.208 0.072 0.082 0.3524
H -3.9778 2.0133 5.2922 -0.071 -0.171 0.127 0.3448
H -2.2575 1.8106 4.9163 -0.057 -0.014 0.015 0.2801
O -0.0818 -4.0697 -6.0513 -0.300 -0.198 -0.018 -0.5813
H 0.3747 -3.7734 -5.2649 0.435 0.343 0.443 0.1603
Cs 2.8045 -2.8272 -2.2701 12.050 5.973 -6.509 0.9726
Br -1.7616 6.8312 -2.7246 0.242 -0.124 -0.020 0.0532
Al 5.7140 5.0031 -0.5698 1.329 0.921 -1.515 0.5193
```
Forces are in eV/Å.

Record 3
A cluster of 3 separate species, C18H33BO8 in total at a distorted geometry, computed with the ωB97M-V functional and the def2-TZVPD basis.

The frontier orbital gap comes out at 7.762 eV. Its SMILES is CCB(O)C1=C(CCOC(C)=O)C(=O)OC1=O.CCOCC.CCOCC. The calculation puts the total energy at -1332.16509 Ha. The calculation puts the maximum force at 9.167 eV/Å. The calculation puts the relative energy (zero: lowest compared OMol25 entry of this formula, charge and spin) at 767.2 kJ/mol.

Structure (XYZ):
```
60
Properties=species:S:1:pos:R:3:forces:R:3:mulliken_charge:R:1
C 0.4632 -5.2034 1.0486 -0.676 -0.651 -1.379 -0.9005
C 0.3242 -3.7647 0.2751 0.609 0.561 0.614 -0.2786
B 1.0240 -2.4899 1.1054 0.716 -0.443 0.267 0.1456
O 1.7097 -2.6347 2.4045 -2.959 0.838 -1.291 -0.5604
C 0.9232 -1.0165 0.3096 -3.385 2.370 -0.404 0.1482
C -0.4105 -0.3407 0.1614 5.222 -0.859 -0.603 0.4815
C -1.8663 -0.8656 0.7037 0.432 0.362 0.444 -0.1900
C -2.8941 0.3991 0.8952 0.865 1.373 0.609 -0.4575
O -4.3210 0.0176 1.0073 0.494 -1.917 -3.483 -0.3892
C -4.8010 -0.5559 -0.2884 1.281 2.156 -4.767 0.5537
C -5.6645 -1.9752 -0.1748 0.851 1.252 0.633 -0.7934
O -4.5256 0.0059 -1.4841 -1.559 -3.551 8.079 -0.5302
C 0.0344 0.9802 -0.7052 -3.292 4.674 -3.115 0.3053
O -0.6695 1.9319 -1.3254 4.211 -6.459 4.388 -0.5516
O 1.4926 1.1233 -0.8776 -0.636 -3.810 1.385 -0.2327
C 2.1117 -0.1383 -0.4145 3.171 -2.627 0.320 0.3548
O 3.3635 -0.5842 -0.5438 -8.353 3.722 0.630 -0.5157
H 0.3860 -5.1536 2.2152 0.355 0.062 -2.346 0.2186
H 1.4646 -5.7153 0.6704 -2.081 1.098 1.201 0.2635
H -0.4236 -5.8965 0.6512 1.964 1.379 0.987 0.3078
H 0.8856 -3.7924 -0.7674 -1.332 -0.017 1.954 0.3085
H -0.7927 -3.4207 0.0787 2.199 -0.916 0.264 0.0741
H 1.1012 -2.3804 3.1711 1.387 -0.406 -1.531 0.3353
H -1.6973 -1.3487 1.7809 -0.214 1.029 -2.371 0.2618
H -2.2740 -1.7338 0.0274 0.755 1.963 0.999 0.2571
H -2.7813 1.2258 0.0747 -0.063 -1.848 1.379 0.3983
H -2.6178 0.9063 1.9395 -0.781 -1.078 -2.343 0.1240
H -5.1951 -2.5868 0.7331 -1.237 1.345 -2.017 0.2458
H -6.7843 -1.6647 0.0471 2.368 -0.861 -0.488 0.3025
H -5.5370 -2.5494 -1.1905 -0.379 1.337 2.088 0.2915
C -1.1251 3.7899 4.8172 -0.079 -0.138 0.105 -1.0631
C -1.2105 4.2406 3.3682 -0.041 -0.075 0.045 -0.3498
O -2.2798 3.6344 2.6469 0.028 -0.155 -0.074 -0.3339
C -3.5952 3.8733 3.1423 0.024 0.078 -0.060 -0.2571
C -3.9730 5.3448 3.1690 0.081 0.149 -0.046 -1.1852
H -1.0149 2.6993 4.8736 0.035 0.208 -0.024 0.2651
H -0.2683 4.2573 5.3131 -0.093 -0.078 -0.093 0.3979
H -2.0221 4.0551 5.3803 0.071 0.069 0.010 0.2699
H -0.2854 3.9550 2.8573 -0.263 -0.049 -0.126 0.3454
H -1.2766 5.3305 3.2974 -0.036 0.020 0.073 0.3103
H -3.7148 3.4164 4.1302 0.005 0.074 0.063 0.3672
H -4.2844 3.3448 2.4735 0.315 -0.012 -0.005 0.2738
H -3.3214 5.9228 3.8287 -0.101 -0.049 0.038 0.2789
H -5.0013 5.4674 3.5212 0.100 -0.037 -0.049 0.3897
H -3.8915 5.7790 2.1668 -0.045 -0.096 0.121 0.3084
C 5.2659 -0.0058 -2.9163 0.017 -0.165 0.057 -0.7565
C 6.1034 -0.3949 -4.1234 -0.088 0.010 0.134 -0.4472
O 6.0417 -1.7847 -4.4335 0.040 -0.142 -0.050 -0.4270
C 4.7530 -2.3083 -4.7463 0.123 0.091 -0.019 -0.2072
C 4.1076 -1.6457 -5.9518 0.034 0.135 -0.109 -1.0174
H 5.5772 -0.5784 -2.0331 -0.073 0.175 -0.209 0.2714
H 5.3772 1.0619 -2.7019 0.003 -0.140 -0.019 0.4375
H 4.2043 -0.2055 -3.0750 0.063 0.102 0.012 0.0781
H 7.1527 -0.1671 -3.9101 -0.069 -0.273 -0.119 0.3288
H 5.8320 0.2006 -5.0002 -0.079 0.029 -0.023 0.2908
H 4.1006 -2.2538 -3.8686 -0.057 0.084 -0.012 0.1956
H 4.8902 -3.3744 -4.9618 0.218 0.207 0.106 0.3292
H 3.9390 -0.5782 -5.7906 -0.078 -0.088 0.030 0.2605
H 3.1409 -2.1093 -6.1688 0.097 0.023 0.023 0.3825
H 4.7502 -1.7457 -6.8330 -0.087 -0.036 0.116 0.2856
```
Forces are in eV/Å.

Record 4
A structure of composition C18H33Cl3InN6O5S3Si, computed with the ωB97M-V functional and the def2-TZVPD basis.

The frontier orbital gap comes out at 6.965 eV. The calculation puts the total energy at -4465.17968 Ha. The calculation puts the maximum force at 0.746 eV/Å. As for the charge: +1. The calculation puts the relative energy (zero: lowest compared OMol25 entry of this formula, charge and spin) at 147.9 kJ/mol.

Structure (XYZ):
```
70
Properties=species:S:1:pos:R:3:forces:R:3:mulliken_charge:R:1
In 0.2315 0.2515 0.8278 -0.599 0.163 0.413 1.0041
C 1.0705 0.0796 4.0903 0.037 0.036 0.060 -0.8001
C 1.0630 1.6043 4.2142 -0.033 0.058 0.062 -1.1631
N 0.8093 2.2928 2.9545 0.007 -0.101 -0.059 0.2180
C -0.3335 3.1538 2.8129 -0.023 0.074 -0.010 -0.9176
C -2.3656 2.0837 1.9697 -0.097 0.025 -0.019 -0.8886
N -2.2212 0.6642 1.7446 0.138 0.042 -0.113 0.0293
C -2.4708 -0.2168 2.8861 -0.068 0.001 0.003 -0.9536
C -1.3519 -0.1004 3.8978 -0.062 -0.001 0.038 -0.7006
N -0.0534 -0.4050 3.2923 0.048 -0.052 -0.104 0.1586
H 1.0564 -0.3318 5.1084 0.037 -0.055 -0.028 0.4853
H 1.9892 -0.2653 3.6122 0.026 0.048 -0.021 0.3033
H 2.0165 1.9196 4.6465 -0.024 -0.027 -0.015 0.4902
H 0.2974 1.9032 4.9339 0.073 0.036 0.024 0.4118
H 1.6429 2.6895 2.5549 0.036 0.042 -0.015 0.2064
H -0.0199 4.1815 2.6117 0.004 -0.042 0.024 0.4015
H -0.9227 3.1447 3.7370 0.032 0.009 -0.007 0.4294
H -3.1060 2.4954 1.2805 0.042 -0.019 0.045 0.3831
H -2.6994 2.2755 2.9966 0.000 0.010 -0.020 0.4035
H -2.7462 0.3427 0.9362 -0.024 -0.047 -0.019 0.1626
H -2.5123 -1.2342 2.5067 -0.074 -0.001 -0.011 0.2123
H -3.4319 0.0008 3.3685 0.049 0.028 0.033 0.5469
H -1.5548 -0.7492 4.7583 -0.008 0.013 -0.023 0.5297
H -1.3273 0.9219 4.2776 -0.004 -0.042 0.012 0.3464
H 0.0282 -1.4160 3.1857 -0.027 0.025 0.144 0.2578
C 2.2635 4.8661 -1.2991 0.103 0.105 0.096 -1.0799
S 1.3588 3.5406 -0.5235 -0.232 -0.263 -0.495 0.6554
O 2.6351 2.8750 0.2559 0.144 -0.106 0.148 -0.0644
O 0.9859 2.6889 -1.6709 0.030 0.132 0.153 -0.5397
O -1.1749 2.8181 1.7171 -0.011 0.004 -0.004 -0.2820
H 2.9439 4.4188 -2.0220 0.023 0.020 -0.015 0.3094
H 2.7995 5.4415 -0.5479 0.017 0.024 0.033 0.3847
H 1.5291 5.4947 -1.7980 -0.024 0.015 -0.045 0.3954
O -0.0643 -3.3132 2.4986 -0.067 -0.091 -0.037 -0.8414
S -0.0417 -2.9923 1.0915 0.144 -0.003 -0.030 1.1393
O 1.2131 -2.4537 0.5972 -0.050 -0.019 0.129 -0.6000
N -1.2428 -1.9507 0.7246 0.545 -0.138 -0.098 -0.1659
C -2.0290 -2.4181 -0.2415 -0.095 0.046 0.099 0.3971
S -3.2846 -1.5534 -0.9079 -0.038 0.031 -0.071 -0.4242
C -1.6800 -3.8232 -0.6395 -0.061 0.076 -0.048 0.0244
C -2.2929 -4.6253 -1.5863 0.002 -0.004 0.041 -0.8443
C -1.7729 -5.8936 -1.8063 0.046 -0.008 0.036 -0.5220
C -0.6621 -6.3513 -1.0989 -0.025 0.010 -0.014 -0.5871
C -0.0439 -5.5507 -0.1469 -0.122 -0.022 0.019 -0.7402
C -0.5879 -4.3001 0.0624 0.040 -0.034 -0.142 0.2120
H -3.1580 -4.2596 -2.1215 -0.019 0.015 -0.027 0.4658
H -2.2378 -6.5419 -2.5360 -0.013 -0.022 -0.021 0.4105
H -0.2780 -7.3432 -1.2914 0.002 -0.029 -0.005 0.4085
H 0.8120 -5.8970 0.4136 0.050 -0.003 0.009 0.4836
Cl 4.1680 1.5375 -1.9995 -0.015 0.070 0.161 -0.2216
Si 3.9206 1.8958 -0.0013 0.145 -0.155 -0.136 0.4883
Cl 5.5316 2.8713 0.7290 -0.044 -0.012 -0.061 -0.2432
Cl 3.7249 0.1229 0.9497 0.067 0.192 -0.049 -0.0780
N 0.2902 0.6850 -5.1269 -0.021 -0.062 -0.047 -0.1192
C 1.5343 0.3595 -4.3365 0.047 0.048 -0.058 -0.5558
C 1.1638 -0.6619 -3.2678 0.029 0.019 0.025 -0.7558
N 0.0799 -0.2106 -2.4274 -0.044 -0.013 -0.024 0.4844
C -1.1032 0.1432 -3.1801 0.008 0.052 -0.003 -0.5955
C -0.8143 1.2026 -4.2348 -0.011 0.049 -0.050 -0.6680
H -0.0390 -0.1714 -5.5822 0.028 0.084 -0.005 0.3830
H 0.5005 1.3573 -5.8659 -0.015 -0.054 0.076 0.3495
H 1.8618 1.2969 -3.8847 -0.008 -0.032 0.012 0.3150
H 2.2867 -0.0004 -5.0382 -0.010 -0.007 0.011 0.3146
H 2.0447 -0.8604 -2.6562 -0.008 -0.012 0.004 0.3112
H 0.8793 -1.6090 -3.7409 0.023 -0.009 -0.011 0.4077
H 0.3820 0.5822 -1.8662 -0.015 -0.078 0.045 -0.3591
H -1.8746 0.5112 -2.5032 0.020 -0.025 -0.002 0.2033
H -1.5141 -0.7590 -3.6474 -0.023 0.016 -0.011 0.4534
H -0.4315 2.1155 -3.7774 -0.023 -0.011 0.006 0.2877
H -1.6697 1.4295 -4.8702 -0.005 -0.018 0.009 0.4468
```
Forces are in eV/Å.